Density functional theory data (the ωB97M-V functional and the def2-TZVPD basis) for 10 unconnected molecules or ions with the total composition C39H101N3O13 at a distorted geometry.

Geometry as XYZ:
```
156
Properties=species:S:1:pos:R:3:forces:R:3
C 0.97571 -6.79788 -1.33485 -0.8672 0.5290 -0.5803
O 1.64793 -6.14724 -0.29548 1.3417 -0.6865 -0.0830
C 0.86765 -5.10174 0.22050 0.1544 0.2153 1.0772
C 1.60086 -4.36886 1.38386 -0.6664 -0.6051 -0.4116
N 0.67963 -3.49584 2.18215 1.5072 0.8595 -1.0920
C 1.49788 -2.56719 2.99211 -0.8163 0.8047 0.4469
C 0.62742 -1.47046 3.72853 -0.0341 -0.4206 -1.6435
O 0.47325 -0.29799 2.89276 -0.2454 0.0245 0.0589
C -0.40927 0.70565 3.40673 0.7796 0.3004 -0.0857
H 0.61420 -6.06415 -2.05530 -0.3844 0.4464 -0.0815
H 0.09775 -7.31336 -0.94555 -0.1087 -0.2966 -0.0255
H 1.54108 -7.44713 -2.00338 0.7301 -0.2740 0.8788
H -0.05527 -5.53377 0.60735 -0.4721 0.2421 -0.0772
H 0.70605 -4.41648 -0.61161 -0.5480 0.4126 0.0996
H 2.42209 -3.85512 0.88410 -0.1232 0.7988 0.3391
H 2.12069 -5.08630 2.01881 -0.1641 -0.3935 0.1085
H 0.19393 -4.04773 2.87468 -0.4781 -0.7504 0.0089
H 2.24256 -2.09683 2.35000 0.0082 0.1682 0.0269
H 2.02595 -3.13766 3.75620 0.2620 0.0676 0.2505
H 1.03196 -1.15111 4.68898 0.0307 -0.2524 0.1088
H -0.38164 -1.87772 3.79210 0.0066 -0.2510 0.7041
H -1.42489 0.39666 3.65401 -0.0222 -0.5385 -0.2411
H -0.43961 1.50999 2.67173 -0.1352 -0.1407 -0.1973
H 0.00018 1.18404 4.29644 0.1919 -0.1742 0.3055
C -5.30887 -5.84971 2.85318 -0.1566 0.0443 -0.0119
O -4.88517 -4.51770 2.69639 -0.9493 -0.0955 -0.3155
C -3.80369 -4.23331 3.51874 1.3665 0.9297 0.5058
C -3.50667 -2.69410 3.48786 0.0427 -1.0516 0.1598
N -3.73896 -2.19383 2.12501 0.1059 0.8129 0.7290
C -2.65931 -2.45692 1.17927 -0.8580 -0.1102 -1.1597
C -3.13776 -2.06276 -0.27552 1.2412 -1.6011 0.7166
O -4.17911 -2.94605 -0.75394 -0.2505 0.6077 0.7013
C -3.78820 -4.31098 -0.94673 0.2846 0.4748 -0.2984
H -6.07455 -6.05114 2.10401 0.1688 -0.0528 -0.0910
H -5.75056 -6.01668 3.83559 -0.1186 0.1072 0.2922
H -4.47007 -6.54183 2.77903 0.1128 -0.1338 -0.2977
H -2.92166 -4.74983 3.14015 0.3546 -0.2004 -0.1640
H -3.94250 -4.64687 4.51763 -0.1836 0.3035 0.3368
H -2.49458 -2.49677 3.84118 0.4725 -0.4141 -0.5433
H -4.02254 -2.14833 4.27787 -0.9731 0.0588 -0.4599
H -4.54561 -2.71051 1.80493 -0.2853 0.0437 -0.3058
H -2.45083 -3.52676 1.16982 0.4473 -0.1011 0.0160
H -1.73890 -1.94471 1.45959 -0.0245 0.1617 -0.0235
H -2.33028 -2.18161 -0.99798 0.5690 0.0013 0.2099
H -3.35046 -0.99395 -0.29789 -1.0523 -0.2082 -0.1043
H -4.63469 -4.97545 -0.77345 -0.0808 0.2711 0.2070
H -2.95120 -4.62689 -0.32406 -0.1155 0.0578 0.2284
H -3.46229 -4.46092 -1.97599 -0.0030 0.0405 -0.2079
C 0.27054 4.56580 7.77941 -0.5824 0.1860 -0.9480
O 0.91989 4.90104 6.54639 0.3860 -0.8620 -0.4665
C 1.48810 3.79643 5.73543 -0.4374 0.6492 2.1343
C 1.40396 4.09809 4.27765 0.1100 0.7608 -0.6025
N 0.07973 4.38649 3.77980 -0.7093 -0.3040 -0.1463
C -0.01418 5.12719 2.51355 0.1109 0.2784 -1.0444
C 0.81953 4.58367 1.31549 -0.5668 -0.7764 0.5386
O 0.69425 5.36280 0.13994 -0.0609 0.6776 -0.0500
C 1.46095 4.95566 -1.00127 -0.0932 -0.4444 1.1469
H 0.16311 5.50080 8.32926 0.3730 -0.1124 0.1586
H 0.70980 3.77192 8.38350 0.5991 0.1577 -0.0882
H -0.75131 4.24187 7.58200 -0.2073 -0.1916 -0.1719
H 1.05135 2.85395 6.06571 -0.4355 -0.0605 -0.3279
H 2.53810 3.73431 6.02134 0.1973 -0.0357 -0.1395
H 1.84075 3.25942 3.73548 0.1673 0.0184 -0.0764
H 1.98155 5.00763 4.11267 0.8418 0.0167 -0.0583
H -0.30928 5.04730 4.43714 -0.3291 -0.2380 0.4026
H 0.20391 6.18681 2.64674 0.4307 0.2968 0.0469
H -1.06743 5.10173 2.23407 -0.0517 -0.0638 -0.1735
H 0.40838 3.59236 1.12482 0.1690 -0.4231 -0.0940
H 1.85887 4.45379 1.61716 0.2841 0.1420 -0.1214
H 1.51318 5.78247 -1.70962 -0.1226 -0.0385 0.1741
H 1.05091 4.06221 -1.47212 -0.4595 -0.0276 -0.1297
H 2.46246 4.64720 -0.70135 0.3317 0.2734 0.0799
C 4.95655 2.17988 0.49982 -0.1918 -0.1151 0.5379
C 5.25270 0.72623 0.10912 1.0784 1.6303 -0.2349
C 6.72980 0.39106 0.23200 0.0675 -0.4048 -0.5688
O 4.60182 -0.13741 0.91219 -0.6930 -1.9003 1.8112
H 5.34825 2.91704 -0.20109 -0.0580 0.0007 -0.0503
H 5.34838 2.37935 1.49721 0.5088 -0.0201 0.0134
H 3.88948 2.31465 0.67670 -0.2571 0.0376 -0.5933
H 4.91935 0.54924 -0.91345 0.2134 0.2418 -0.5959
H 7.13995 0.27923 1.23568 -0.5174 0.6167 0.3346
H 7.31478 1.12593 -0.32105 0.2519 -0.2723 -0.1354
H 6.83517 -0.62672 -0.14366 0.3240 0.0676 -0.5514
H 3.65343 0.00071 0.85666 -0.7317 0.1068 -0.0148
C 1.81038 3.23353 -5.37275 0.0477 0.0270 0.6602
C 2.62921 3.65038 -4.11787 -0.3352 -0.6625 -0.4822
C 3.28090 2.49578 -3.37952 -0.8889 -0.0715 -0.0015
O 3.63685 4.53264 -4.48977 0.6882 1.1602 -0.4973
H 2.37544 2.59363 -6.05050 0.2465 -0.0633 0.0494
H 1.52452 4.12757 -5.92690 0.0108 0.0554 0.0810
H 0.89695 2.70165 -5.10660 -0.0381 -0.0312 0.1026
H 1.95346 4.18035 -3.44661 0.1064 0.1123 -0.0102
H 2.41286 1.96849 -2.98382 0.4514 -0.8054 0.2689
H 3.96471 2.79570 -2.58545 -0.3666 0.3240 0.1756
H 3.89535 1.88902 -4.04464 -0.3392 -0.2584 -0.2177
H 4.22644 3.99802 -5.02658 0.3633 0.2260 -0.1730
C -3.43086 1.87986 -3.28496 0.3281 -0.0963 -0.3150
C -2.99448 3.34030 -3.17483 0.8886 -0.4675 1.3110
C -2.62267 3.75516 -1.72516 -0.8059 0.2009 -0.2881
O -1.79810 3.54312 -3.95178 -0.5450 -0.2464 -0.3923
H -4.22231 1.56363 -2.60546 -0.0634 0.4756 0.1559
H -2.59503 1.21334 -3.07227 0.2023 0.0743 0.0263
H -3.78278 1.63782 -4.28779 0.0555 0.1082 -0.1103
H -3.78079 3.99340 -3.55335 -0.1550 0.0457 0.0165
H -1.65530 3.40914 -1.36107 -0.0471 -0.4578 -0.3761
H -3.39727 3.43198 -1.02971 -0.0041 0.0539 0.1063
H -2.56079 4.84227 -1.67540 -0.1029 0.1639 0.0535
H -1.65249 4.49075 -3.90277 0.3159 0.1031 -0.1517
C -6.37730 1.91477 1.22437 0.0504 0.6820 -0.6501
C -5.13017 1.07381 1.28464 -0.4175 -1.0044 1.3179
C -3.95470 1.87296 1.79967 0.3409 0.8345 -0.2634
O -5.44636 0.05188 2.22893 -0.6683 0.6070 -0.0572
H -6.27157 2.61234 0.39351 -0.0028 0.4599 0.1139
H -6.44211 2.44555 2.17419 -0.2202 0.1669 -0.0759
H -7.32105 1.40410 1.03297 0.2889 -0.4879 0.1908
H -4.87779 0.60885 0.33164 -0.0712 0.0681 -0.3383
H -3.82562 2.78697 1.21999 0.1646 0.0352 -0.3894
H -3.01336 1.32419 1.77103 -0.0427 -0.1417 0.0244
H -4.11163 2.25761 2.80740 -0.2023 -0.4187 0.2121
H -4.74226 -0.60021 2.25362 0.7538 -0.7341 -0.1181
C 3.95963 -3.00439 -2.75887 0.2519 0.2749 -0.6692
C 3.84560 -1.83624 -3.73293 0.2844 1.7542 -0.7237
C 5.09803 -0.95746 -3.84858 1.2055 -0.7689 1.5248
O 3.62457 -2.36473 -5.02032 -0.4257 -1.5865 -0.8865
H 4.87356 -3.51124 -3.06860 -0.0808 -0.4568 0.0706
H 3.09333 -3.65271 -2.89042 0.1208 -0.1060 0.0281
H 4.07564 -2.77250 -1.70016 -0.1389 0.4622 -0.1401
H 2.99731 -1.17008 -3.57568 -0.2292 -0.0011 0.8893
H 5.54417 -0.87267 -2.85769 -0.2210 0.6200 0.3953
H 5.05870 0.03666 -4.29387 -0.5577 -0.1801 -0.0607
H 5.91440 -1.50582 -4.31864 -0.2456 -0.2487 -0.6190
H 3.57527 -1.68338 -5.69481 0.0378 0.2207 0.2671
C 1.03372 -1.40031 -0.62224 0.0581 1.0750 -1.3998
C 1.22266 0.15585 -0.50120 -0.3452 -1.5111 0.1766
C -0.10837 0.86847 -0.56511 -0.6476 0.4226 0.0199
O 1.90439 0.40665 0.69414 0.7334 0.8911 0.0506
H 0.37444 -1.85202 0.11898 0.0584 0.2798 0.2597
H 1.97374 -1.95032 -0.66637 0.1845 0.2346 0.3451
H 0.59586 -1.55594 -1.60822 -0.3269 -0.2617 -0.1591
H 1.84792 0.56655 -1.29397 0.1887 -0.3404 -0.1643
H -0.52848 0.83561 -1.57036 -0.0881 -0.2552 -0.0909
H -0.07276 1.92939 -0.31757 0.5369 0.1086 0.0172
H -0.84050 0.47199 0.13837 -0.0446 -0.3997 0.0087
H 1.37395 0.04838 1.40960 -0.3653 -0.2078 0.9308
C -1.53776 -2.90566 -3.59023 -0.4113 1.2529 0.0794
C -1.31734 -1.42290 -4.09853 1.5624 -2.6507 0.2757
C 0.02420 -1.38741 -4.82902 0.2228 0.5996 0.6031
O -2.32799 -1.08142 -4.95581 -1.5694 0.3544 -1.2065
H -1.26539 -3.70165 -4.28328 0.2666 0.4253 -0.4614
H -2.59767 -3.06551 -3.39243 0.0278 0.1578 0.3315
H -0.94251 -3.06835 -2.69173 -0.1502 0.0012 0.1340
H -1.31353 -0.67907 -3.30179 0.2444 -0.3577 0.6720
H 0.81355 -1.76378 -4.17835 0.1219 -0.0069 -0.0074
H 0.23661 -0.33815 -5.03400 0.3201 0.1367 -0.2835
H 0.04876 -1.95418 -5.75975 -0.3047 -0.0525 0.0890
H -2.13166 -0.18567 -5.23986 -0.2631 0.1839 -0.2651
```
Forces are in eV/Å.

Summary:
HOMO level (alpha / beta) (eV): 0.528 / -6.508
Total charge: -1
LUMO (alpha / beta) (eV): 1.87 / 1.86
2S+1: 2